[1]
{"formula": "C43H32BiCl4N4O6Sb2", "method": "ωB97M-V/def2-TZVPD", "species": ["Bi", "Cl", "C", "C", "C", "Cl", "C", "O", "C", "C", "O", "C", "H", "H", "H", "Cl", "C", "C", "C", "Cl", "C", "O", "C", "C", "O", "C", "H", "H", "H", "C", "C", "C", "Sb", "C", "C", "C", "C", "C", "C", "C", "C", "C", "C", "C", "C", "Sb", "C", "C", "C", "C", "C", "C", "C", "C", "C", "C", "C", "C", "H", "H", "H", "H", "H", "H", "H", "H", "H", "H", "H", "H", "H", "H", "H", "H", "H", "H", "H", "H", "H", "H", "H", "H", "H", "H", "O", "N", "O", "N", "C", "N", "C", "N"], "xyz": [[0.22, -1.25, -1.14], [2.42, -0.81, -7.88], [1.68, -0.45, -6.34], [0.34, -0.10, -6.30], [-0.25, 0.16, -5.07], [-1.90, 0.66, -5.02], [0.47, 0.07, -3.87], [-0.11, 0.27, -2.70], [1.85, -0.20, -3.97], [2.71, -0.06, -2.73], [2.28, -0.61, -1.58], [2.44, -0.48, -5.19], [-0.25, -0.04, -7.20], [3.73, -0.38, -2.97], [3.50, -0.71, -5.24], [-3.78, -7.52, -3.10], [-3.04, -5.96, -2.85], [-2.85, -5.11, -3.95], [-2.29, -3.87, -3.77], [-2.06, -2.85, -5.14], [-1.88, -3.39, -2.49], [-1.43, -2.19, -2.38], [-2.05, -4.30, -1.41], [-1.66, -4.01, -0.05], [-1.03, -3.05, 0.36], [-2.64, -5.56, -1.61], [-3.15, -5.42, -4.94], [-1.99, -4.77, 0.69], [-2.78, -6.22, -0.76], [-0.68, 2.12, 0.60], [0.55, 2.73, 1.27], [1.84, 1.99, 0.95], [2.09, 0.01, 1.80], [2.00, 0.74, 3.83], [2.81, 1.79, 4.27], [2.69, 2.28, 5.56], [1.76, 1.72, 6.43], [0.96, 0.68, 6.01], [1.08, 0.19, 4.71], [4.23, 0.10, 1.68], [5.02, -0.34, 2.73], [6.41, -0.32, 2.64], [7.02, 0.13, 1.48], [6.24, 0.57, 0.42], [4.85, 0.55, 0.51], [-1.65, 0.60, 1.78], [-2.97, -0.11, 0.25], [-3.06, 0.48, -1.01], [-3.88, -0.06, -1.99], [-4.63, -1.19, -1.72], [-4.56, -1.79, -0.47], [-3.72, -1.26, 0.50], [-3.09, 1.93, 2.68], [-2.80, 3.27, 2.93], [-3.74, 4.09, 3.54], [-4.97, 3.58, 3.92], [-5.26, 2.25, 3.69], [-4.33, 1.43, 3.07], [-0.40, 1.69, -0.37], [-1.44, 2.87, 0.38], [0.41, 2.79, 2.36], [0.65, 3.76, 0.92], [2.71, 2.56, 1.28], [1.94, 1.85, -0.13], [3.54, 2.22, 3.60], [3.32, 3.09, 5.89], [1.67, 2.10, 7.44], [0.23, 0.24, 6.68], [0.44, -0.62, 4.38], [4.56, -0.69, 3.65], [7.01, -0.67, 3.47], [8.10, 0.15, 1.40], [6.71, 0.93, -0.49], [4.26, 0.89, -0.33], [-2.47, 1.36, -1.26], [-3.91, 0.39, -2.97], [-5.26, -1.63, -2.49], [-5.13, -2.69, -0.26], [-3.64, -1.75, 1.46], [-1.85, 3.69, 2.63], [-3.50, 5.13, 3.72], [-5.70, 4.23, 4.40], [-6.23, 1.84, 3.98], [-4.57, 0.39, 2.89], [1.81, -3.11, -0.16], [1.82, -3.67, -1.25], [1.09, -3.10, -2.13], [-0.14, 4.51, -1.60], [0.65, 3.97, -2.24], [1.57, 3.43, -3.05], [2.18, 2.38, -2.75], [2.90, 1.46, -2.51]], "spin_multiplicity": 1, "energy_ev": -132359.7623, "homo_energy_ev": -5.820, "total_charge": -1}



[2]
{"formula": "C17H18Cl4IIrN5O5", "method": "ωB97M-V/def2-TZVPD", "species": ["Ir", "N", "C", "C", "C", "C", "N", "C", "N", "N", "C", "O", "O", "H", "H", "H", "H", "H", "H", "H", "H", "H", "H", "H", "H", "H", "H", "Cl", "C", "C", "C", "I", "C", "O", "C", "N", "C", "C", "C", "C", "H", "H", "H", "H", "Cl", "C", "Cl", "Cl", "C", "O", "O"], "xyz": [[0.04, -0.30, -0.44], [0.67, 2.02, -0.73], [-0.20, 2.92, -1.34], [-0.39, 4.28, -0.71], [-0.34, 4.42, 0.82], [-1.61, 4.04, 1.59], [-1.87, 2.59, 1.62], [-1.16, 1.71, 2.31], [-1.26, 0.38, 2.03], [-0.28, 2.10, 3.22], [-1.80, 2.06, -1.55], [-2.69, 2.86, -1.54], [-1.61, 0.85, -1.64], [0.96, 2.32, 0.19], [1.57, 1.79, -1.27], [-0.03, 2.99, -2.42], [-1.30, 4.72, -1.11], [0.44, 4.88, -1.11], [-0.14, 5.48, 1.02], [0.51, 3.88, 1.25], [-2.48, 4.52, 1.16], [-1.53, 4.41, 2.62], [-2.54, 2.24, 0.95], [-2.04, 0.06, 1.46], [-1.00, -0.27, 2.75], [-0.24, 3.05, 3.54], [0.24, 1.42, 3.76], [-1.32, -7.22, -1.14], [-1.45, -5.54, -0.94], [-2.72, -4.97, -0.89], [-2.87, -3.62, -0.69], [-4.74, -2.75, -0.58], [-1.72, -2.77, -0.54], [-1.81, -1.54, -0.28], [-0.41, -3.37, -0.68], [0.64, -2.53, -0.61], [1.87, -3.02, -0.65], [2.11, -4.39, -0.78], [1.05, -5.26, -0.88], [-0.26, -4.74, -0.83], [-3.59, -5.61, -1.01], [2.68, -2.32, -0.59], [3.13, -4.75, -0.80], [1.21, -6.32, -0.98], [4.69, -1.07, 1.19], [4.58, -0.28, -0.39], [5.72, 1.04, -0.47], [4.91, -1.47, -1.66], [3.13, 0.25, -0.68], [3.02, 1.00, -1.66], [2.21, -0.20, 0.09]], "spin_multiplicity": 6, "energy_ev": -96621.2653, "homo_energy_ev": [-13.908, -14.671], "total_charge": 2}



[3]
{"formula": "C3H12O3", "method": "ωB97M-V/def2-TZVPD", "species": ["C", "C", "C", "O", "H", "H", "H", "H", "H", "H", "H", "H", "O", "H", "H", "O", "H", "H"], "xyz": [[-0.60, 0.52, -1.28], [0.37, 0.81, 0.03], [0.57, -0.55, 0.82], [1.59, 1.23, -0.64], [0.07, 1.13, -2.10], [-0.45, -0.67, -1.29], [-1.61, 0.80, -1.42], [-0.12, 1.61, 0.70], [-0.48, -0.81, 1.06], [1.07, -1.33, 0.47], [1.13, -0.26, 1.85], [2.02, 0.32, -0.89], [-6.13, -2.91, 2.47], [-6.72, -2.48, 1.83], [-5.53, -3.48, 1.92], [4.63, 1.38, -1.41], [4.02, 1.92, -2.03], [3.85, 0.97, -0.97]], "spin_multiplicity": 1, "energy_ev": -9445.6018, "homo_energy_ev": -10.409, "total_charge": 0}



[4]
{"formula": "C20H28FN3O2", "method": "ωB97M-V/def2-TZVPD", "species": ["O", "C", "C", "C", "C", "O", "N", "C", "C", "N", "C", "C", "C", "C", "C", "C", "C", "F", "N", "C", "C", "C", "C", "C", "C", "C", "H", "H", "H", "H", "H", "H", "H", "H", "H", "H", "H", "H", "H", "H", "H", "H", "H", "H", "H", "H", "H", "H", "H", "H", "H", "H", "H", "H"], "xyz": [[0.98, 0.54, 1.40], [1.02, 1.23, 0.40], [-0.10, 2.17, -0.01], [-1.50, 1.59, 0.27], [-2.40, 2.79, 0.59], [-2.08, 3.60, 1.43], [-3.56, 2.91, -0.08], [-4.00, 2.04, -1.15], [-3.40, 0.66, -0.91], [-1.96, 0.80, -0.87], [-1.27, -0.48, -1.03], [-1.73, -1.58, -0.09], [-1.20, -1.71, 1.18], [-1.67, -2.69, 2.05], [-2.67, -3.56, 1.65], [-3.20, -3.45, 0.38], [-2.72, -2.47, -0.47], [-3.25, -2.40, -1.72], [2.09, 1.25, -0.42], [3.29, 0.47, -0.18], [3.48, -0.56, -1.31], [4.14, -1.86, -0.86], [5.31, -1.69, 0.12], [6.21, -0.49, -0.16], [5.74, 0.78, 0.54], [4.49, 1.42, -0.07], [-0.02, 2.44, -1.06], [0.01, 3.07, 0.61], [-1.45, 1.01, 1.20], [-4.11, 3.73, 0.13], [-5.09, 1.99, -1.15], [-3.66, 2.42, -2.12], [-3.66, 0.00, -1.73], [-3.81, 0.25, 0.03], [-1.45, -0.80, -2.07], [-0.20, -0.32, -0.90], [-0.40, -1.06, 1.50], [-1.24, -2.77, 3.04], [-3.03, -4.32, 2.32], [-3.97, -4.12, 0.03], [2.09, 1.86, -1.23], [3.12, -0.04, 0.77], [2.50, -0.80, -1.72], [4.06, -0.10, -2.11], [4.49, -2.38, -1.75], [3.39, -2.50, -0.38], [4.92, -1.61, 1.14], [5.90, -2.61, 0.09], [6.31, -0.33, -1.23], [7.21, -0.72, 0.22], [6.54, 1.52, 0.51], [5.54, 0.56, 1.59], [4.20, 2.27, 0.55], [4.73, 1.80, -1.07]], "spin_multiplicity": 1, "energy_ev": -32478.7180, "homo_energy_ev": -8.764, "total_charge": 0}



[5]
{"formula": "C23H22F2IrN3O10P2S3", "method": "ωB97M-V/def2-TZVPD", "species": ["Ir", "C", "C", "O", "P", "O", "O", "O", "P", "O", "O", "O", "H", "H", "H", "H", "H", "H", "H", "F", "C", "C", "C", "C", "C", "F", "C", "C", "C", "C", "C", "C", "N", "H", "H", "H", "H", "H", "H", "S", "C", "N", "C", "C", "S", "H", "H", "H", "H", "H", "O", "C", "N", "S", "O", "O", "C", "C", "C", "C", "C", "C", "H", "H", "H", "H"], "xyz": [[0.47, 0.38, -0.39], [4.02, -1.58, 3.07], [3.22, -1.02, 1.91], [4.14, -0.73, 0.85], [2.51, 0.62, 2.27], [1.56, 0.57, 3.51], [3.70, 1.48, 2.87], [1.95, 1.25, 1.03], [1.95, -2.23, 1.34], [1.16, -2.65, 2.64], [2.61, -3.39, 0.68], [1.07, -1.45, 0.37], [4.84, -0.92, 3.33], [4.42, -2.55, 2.77], [3.38, -1.72, 3.95], [3.65, -0.54, 0.03], [0.67, 0.17, 3.33], [4.46, 1.50, 2.27], [0.34, -2.14, 2.78], [-2.52, -3.45, -2.63], [-2.17, -2.14, -2.58], [-1.24, -1.74, -1.65], [-0.87, -0.40, -1.62], [-1.45, 0.51, -2.52], [-2.40, 0.04, -3.42], [-2.99, 0.89, -4.29], [-2.78, -1.29, -3.48], [-0.94, 1.88, -2.43], [-1.27, 2.96, -3.24], [-0.61, 4.16, -3.06], [0.37, 4.28, -2.10], [0.64, 3.18, -1.30], [-0.01, 2.03, -1.46], [-0.83, -2.45, -0.94], [-3.52, -1.63, -4.19], [-2.03, 2.85, -3.99], [-0.86, 5.01, -3.69], [0.92, 5.20, -1.94], [1.37, 3.21, -0.50], [2.32, 0.01, -1.90], [1.96, -1.55, -2.56], [2.18, -2.70, -1.99], [1.61, -3.87, -2.65], [1.48, -3.49, -4.12], [1.27, -1.68, -4.13], [2.50, -2.79, -1.01], [0.64, -4.08, -2.20], [2.26, -4.73, -2.50], [0.62, -3.97, -4.59], [2.38, -3.74, -4.69], [-0.90, 3.20, 0.95], [-1.38, 2.17, 1.37], [-1.03, 0.89, 0.98], [-1.72, -0.24, 1.93], [-2.38, -1.28, 1.20], [-0.76, -0.69, 2.93], [-2.82, 0.85, 2.75], [-3.82, 0.57, 3.65], [-4.51, 1.65, 4.19], [-4.18, 2.96, 3.83], [-3.16, 3.21, 2.92], [-2.49, 2.13, 2.38], [-4.06, -0.45, 3.93], [-5.31, 1.48, 4.90], [-4.73, 3.78, 4.26], [-2.90, 4.22, 2.62]], "spin_multiplicity": 1, "energy_ev": -108520.2529, "homo_energy_ev": -8.268, "total_charge": 0}



[6]
{"formula": "C4H14NO2", "method": "ωB97M-V/def2-TZVPD", "species": ["C", "C", "C", "C", "O", "N", "H", "H", "H", "H", "H", "H", "H", "H", "H", "H", "H", "H", "H", "H", "O"], "xyz": [[0.51, -0.15, 1.73], [0.65, 1.17, 1.27], [-0.05, 1.73, 0.11], [0.17, 0.98, -1.18], [-2.26, 0.03, -0.11], [-0.38, -1.18, 1.23], [-1.02, -3.14, -1.36], [0.67, -0.43, 2.69], [1.43, 0.12, 0.80], [1.40, 1.79, 1.80], [-1.09, 1.86, 0.54], [0.27, 2.76, 0.09], [-0.66, 0.39, -1.53], [0.93, 0.14, -1.24], [0.23, 1.70, -2.04], [-1.05, -3.07, -2.17], [-1.30, -0.80, 0.98], [0.05, -1.52, 0.30], [-3.14, -0.17, -0.42], [2.56, -1.46, -0.96], [2.08, -0.75, -0.53]], "spin_multiplicity": 1, "energy_ev": -9940.7186, "homo_energy_ev": -14.144, "total_charge": 1}



Computed values of energy above the lowest of the compared OMol25 structures with the same formula, charge and spin (unit: kcal per mole) for the preceding records, in sequence: 12.2; 36.6; 55.9; 6.6; 0.0; 323.8.